The following is a DFT calculation (ωB97M-V/def2-TZVPD) of a cluster of 17 separate species, C78H182N8O17 in total in a non-equilibrium geometry.

Computed properties:
* HOMO level: -7.533 eV
* orbital gap: 7.592 eV
* energy relative to the best compared isomer or geometry (same formula, charge and spin): 0.0 kcal per mole

Element x y z (Å)
O1 1.9103 -6.2495 -1.3392
H1 1.4703 -6.0120 -0.5222
H2 2.7444 -6.6293 -1.0614
O2 0.8562 -2.0270 -5.1981
H3 1.4456 -2.7761 -5.1026
H4 -0.0211 -2.3986 -5.0999
O3 5.1264 -4.4501 0.8808
H5 4.9550 -3.8812 0.1291
H6 4.8815 -5.3260 0.5808
O4 0.7930 -5.6410 -3.9405
H7 1.2895 -5.8095 -3.1383
H8 1.2833 -4.9494 -4.3857
O5 2.9849 -4.1042 2.6724
H9 3.0982 -3.2049 2.9818
H10 3.6671 -4.2171 2.0081
O6 3.0995 -3.8842 -4.9593
H11 3.2812 -4.4054 -5.7422
H12 3.9571 -3.5616 -4.6814
O7 4.2535 -1.3778 3.5035
H13 4.6893 -2.0638 4.0103
H14 4.9221 -1.0704 2.8906
C1 -1.8642 -9.1016 -3.8575
C2 -2.9030 -8.0783 -3.2948
C3 -3.3507 -8.5950 -1.8770
C4 -4.2015 -7.5411 -1.2042
C5 -3.5148 -6.1118 -1.1245
C6 -3.0456 -5.5465 -2.4457
N1 -2.3801 -6.6478 -3.2472
O8 -1.8087 -6.2147 -4.4140
C7 -4.1511 -4.9905 -3.3959
C8 -2.0551 -4.4585 -1.9716
C9 -4.0921 -8.1544 -4.2856
H15 -0.8203 -8.9941 -3.5607
H16 -1.7448 -9.0700 -4.9406
H17 -2.0756 -10.1239 -3.5434
H18 -4.0365 -9.4400 -1.8097
H19 -2.5095 -8.9504 -1.2816
H20 -4.3910 -7.8765 -0.1841
H21 -5.2048 -7.4841 -1.6267
H22 -2.6824 -6.3166 -0.4509
H23 -4.1719 -5.4206 -0.5965
H24 -4.2528 -3.9085 -3.3088
H25 -4.1106 -5.2687 -4.4486
H26 -5.0855 -5.4054 -3.0168
H27 -2.4700 -3.7709 -1.2346
H28 -1.2246 -5.0046 -1.5237
H29 -1.6246 -3.8876 -2.7946
H30 -4.8557 -7.5454 -3.8019
H31 -4.4360 -9.1634 -4.5130
H32 -3.8145 -7.7265 -5.2490
H33 -0.8627 -6.1972 -4.2439
C10 -6.8018 1.3499 -2.8376
C11 -5.7564 0.5306 -3.7167
C12 -5.5798 1.1442 -5.0749
C13 -4.9743 2.5098 -5.0707
C14 -3.5689 2.3580 -4.4635
C15 -3.5851 1.7621 -3.0094
N2 -4.4819 0.5792 -2.9302
O9 -4.5987 -0.0473 -1.6810
C16 -2.1414 1.2350 -2.7423
C17 -3.8683 2.9237 -2.0099
C18 -6.2698 -0.9237 -3.9724
H34 -6.7020 2.4339 -2.8921
H35 -6.7326 1.1369 -1.7709
H36 -7.8035 1.0814 -3.1738
H37 -5.0646 0.4441 -5.7329
H38 -6.5611 1.3272 -5.5141
H39 -5.5215 3.2249 -4.4558
H40 -4.9977 3.0550 -6.0145
H41 -3.2064 3.3853 -4.5095
H42 -2.9181 1.8141 -5.1484
H43 -1.7907 0.5403 -3.5059
H44 -1.4253 2.0543 -2.8075
H45 -2.0643 0.7051 -1.7928
H46 -3.0983 3.6944 -2.0529
H47 -4.7971 3.4558 -2.2162
H48 -3.8551 2.6520 -0.9542
H49 -6.4299 -1.3477 -2.9809
H50 -5.5895 -1.5121 -4.5881
H51 -7.2350 -0.9420 -4.4785
H52 -4.5206 -0.9773 -1.9070
C19 1.2611 7.4681 -0.0796
C20 -0.2216 7.0076 -0.0930
C21 -0.4133 6.1458 -1.3573
C22 0.1619 4.7228 -1.2209
C23 -0.4666 4.0996 0.0124
C24 -0.1674 4.9000 1.3184
N3 -0.6294 6.3047 1.1090
O10 -0.4416 7.0951 2.2519
C25 -1.0540 4.1659 2.3841
C26 1.3831 4.7941 1.7554
C27 -1.1560 8.2149 -0.3304
H53 1.9422 6.7652 -0.5599
H54 1.7289 7.6784 0.8822
H55 1.3743 8.3680 -0.6845
H56 -1.4667 6.1028 -1.6352
H57 0.0705 6.6995 -2.1623
H58 1.2500 4.7339 -1.1505
H59 0.0414 4.2327 -2.1874
H60 0.0177 3.1320 0.1453
H61 -1.5429 4.0280 -0.1441
H62 -1.0218 4.7874 3.2789
H63 -2.0876 4.0882 2.0467
H64 -0.6424 3.1766 2.5839
H65 1.9651 5.0359 0.8657
H66 1.7542 5.5813 2.4116
H67 1.6377 3.8024 2.1289
H68 -2.1775 7.8335 -0.3258
H69 -0.9873 8.5777 -1.3442
H70 -1.1701 8.9822 0.4435
H71 -1.3469 7.3008 2.4971
C28 4.0549 4.4235 -2.7258
C29 3.6963 4.2134 -4.2521
C30 4.3711 5.3474 -5.0981
C31 5.7925 5.2513 -5.4930
C32 5.9879 3.8528 -6.1873
C33 5.5669 2.6897 -5.3626
N4 4.2028 2.8829 -4.7667
O11 3.8214 1.7657 -4.0480
C34 5.5098 1.4199 -6.2652
C35 6.6359 2.5512 -4.2926
C36 2.1131 4.3002 -4.4107
H72 3.6966 3.6367 -2.0622
H73 3.6646 5.4206 -2.5207
H74 5.1239 4.4905 -2.5229
H75 3.7445 5.4297 -5.9865
H76 4.2787 6.2159 -4.4455
H77 6.4505 5.4727 -4.6525
H78 6.0255 6.0142 -6.2360
H79 7.0537 3.8009 -6.4101
H80 5.3892 3.9561 -7.0926
H81 4.5365 1.2721 -6.7330
H82 6.2063 1.5285 -7.0968
H83 5.8317 0.5776 -5.6529
H84 6.7255 3.4536 -3.6875
H85 6.3379 1.8253 -3.5355
H86 7.6466 2.3744 -4.6605
H87 1.7786 5.3026 -4.1410
H88 1.4585 3.6751 -3.8034
H89 1.8237 4.2586 -5.4609
H90 3.0148 1.5607 -4.5280
C37 0.9961 -2.3047 4.9897
C38 -0.1732 -2.1130 5.9653
C39 -1.2412 -3.1455 5.5718
C40 -2.3962 -3.3275 6.6221
C41 -1.8491 -3.3975 8.0275
C42 -0.6999 -2.4304 8.4228
N5 0.2390 -2.2699 7.3363
O12 1.2845 -1.4315 7.7010
C43 -1.2884 -1.0362 8.8508
C44 0.0218 -3.1042 9.6416
C45 -0.7523 -0.6708 5.7057
H91 0.7260 -2.0073 3.9763
H92 1.3428 -3.3327 4.8825
H93 1.8411 -1.7113 5.3389
H94 -1.6933 -2.8856 4.6143
H95 -0.7678 -4.1134 5.4061
H96 -2.9200 -4.2670 6.4445
H97 -3.2207 -2.6270 6.4865
H98 -1.6474 -4.4623 8.1453
H99 -2.7014 -3.1711 8.6685
H100 -1.8106 -0.5440 8.0304
H101 -1.8761 -1.0816 9.7675
H102 -0.4724 -0.3408 9.0490
H103 0.4589 -4.0373 9.2859
H104 0.8548 -2.4834 9.9715
H105 -0.6280 -3.3147 10.4910
H106 -1.8203 -0.6971 5.9226
H107 -0.6580 -0.4350 4.6456
H108 -0.2934 0.1189 6.3006
H109 0.8375 -0.5915 7.8350
C46 -8.1482 -1.9198 1.4983
C47 -6.9008 -2.1978 2.2440
C48 -6.4792 -3.7216 2.0905
C49 -5.1068 -4.1653 2.5585
C50 -4.0198 -3.3007 2.0270
C51 -4.3217 -1.7752 2.1022
N6 -5.7764 -1.4406 1.7373
O13 -5.9917 -0.0868 1.6242
C52 -3.9254 -1.0549 3.4412
C53 -3.2936 -1.0688 1.1677
C54 -7.1547 -2.0343 3.7814
H110 -9.0015 -2.5646 1.7099
H111 -8.0281 -2.1089 0.4311
H112 -8.5397 -0.9055 1.5767
H113 -7.2571 -4.2087 2.6789
H114 -6.5654 -4.0878 1.0671
H115 -4.8701 -5.1576 2.1743
H116 -4.9702 -4.1129 3.6390
H117 -3.7924 -3.5574 0.9919
H118 -3.1090 -3.5610 2.5669
H119 -4.2185 -0.0074 3.5115
H120 -4.3844 -1.5517 4.2965
H121 -2.8742 -1.0307 3.7295
H122 -3.5247 -1.4370 0.1678
H123 -3.3208 0.0202 1.2018
H124 -2.3038 -1.4034 1.4780
H125 -8.0746 -2.5509 4.0556
H126 -7.4363 -0.9819 3.8284
H127 -6.3413 -2.2748 4.4652
H128 -5.7936 0.0398 0.6928
C55 0.1363 -1.7654 -0.3716
C56 1.4034 -1.4205 -1.2365
C57 1.1570 -0.3163 -2.3419
C58 1.0077 1.0506 -1.6711
C59 2.2182 1.4304 -0.8810
C60 2.7052 0.4043 0.1361
N7 2.6137 -0.9753 -0.3914
O14 2.9478 -1.9170 0.6342
C61 4.1625 0.8052 0.3634
C62 1.8345 0.5792 1.3743
C63 1.8953 -2.6156 -2.0313
H129 0.3428 -1.7651 0.6986
H130 -0.2809 -2.7409 -0.6228
H131 -0.7585 -1.1947 -0.6211
H132 1.8923 -0.3248 -3.1463
H133 0.1744 -0.4470 -2.7958
H134 0.2840 1.0780 -0.8555
H135 0.6317 1.8045 -2.3626
H136 1.9201 2.3782 -0.4321
H137 2.9332 1.6846 -1.6640
H138 4.2758 1.7293 0.9303
H139 4.6657 0.0644 0.9861
H140 4.8595 0.8095 -0.4748
H141 2.1082 1.4864 1.9130
H142 0.7670 0.5043 1.1658
H143 1.9407 -0.1938 2.1361
H144 2.2182 -3.4405 -1.3956
H145 2.7409 -2.4288 -2.6930
H146 1.1227 -3.0706 -2.6515
H147 2.1841 -1.9537 1.2160
C64 1.0473 5.0277 5.5370
C65 1.6209 3.7148 6.2324
C66 1.9988 2.6039 5.3005
C67 3.3090 2.7438 4.5892
C68 4.4012 2.9114 5.6741
C69 4.1071 4.0365 6.6341
N8 2.7457 3.8958 7.1684
O15 2.5211 4.8439 8.1569
C70 5.1622 3.7979 7.8091
C71 4.4130 5.4694 6.0421
C72 0.4676 3.2259 7.1404
H148 0.7634 5.8010 6.2509
H149 0.0945 4.7500 5.0858
H150 1.6129 5.5090 4.7392
H151 2.0032 1.6318 5.7940
H152 1.2678 2.5761 4.4916
H153 3.2813 3.6377 3.9657
H154 3.5462 1.8515 4.0097
H155 5.3052 3.1606 5.1177
H156 4.5789 1.9415 6.1389
H157 4.9028 2.9954 8.4999
H158 6.0897 3.5274 7.3044
H159 5.3640 4.6529 8.4545
H160 5.4752 5.7135 6.0157
H161 4.0994 5.5360 5.0001
H162 3.9275 6.2275 6.6564
H163 -0.3933 2.8275 6.6031
H164 0.1090 4.1019 7.6813
H165 0.7150 2.5119 7.9262
H166 2.5053 4.2420 8.9049
C73 7.0366 -1.1861 -1.6144
C74 5.8613 -1.7429 -2.3170
C75 6.1631 -2.4675 -3.5759
O16 5.0403 -2.5180 -1.4634
H167 7.4047 -0.3403 -2.1954
H168 7.8004 -1.9240 -1.3686
H169 6.7020 -0.7727 -0.6627
H170 5.2639 -0.8791 -2.6118
H171 5.2198 -2.9166 -3.8845
H172 6.8912 -3.2501 -3.3612
H173 6.5735 -1.8181 -4.3490
H174 4.3909 -1.9730 -1.0117
C76 0.7773 2.4486 -7.4040
C77 0.4929 1.2495 -6.3969
C78 -0.7271 0.4887 -6.8084
O17 1.6243 0.4065 -6.3437
H175 1.8545 2.5676 -7.5224
H176 0.4109 3.4152 -7.0581
H177 0.3907 2.2758 -8.4085
H178 0.2662 1.6972 -5.4286
H179 -1.0659 -0.0934 -5.9511
H180 -0.6406 -0.1038 -7.7193
H181 -1.5507 1.1593 -7.0552
H182 1.3639 -0.4069 -5.9024